[1]
Below is a 9-piece molecular cluster, C46H72FN2O19S overall in a non-equilibrium geometry, with properties calculated with ωB97M-V/def2-TZVPD.

Summary:
Lowest unoccupied orbital energy (alpha / beta) = 0.3267 / 0.3267 eV
HOMO (alpha / beta) = -8.075 / -8.695 eV
Calculated total energy = -3833.168088 Eh
Frontier orbital gap (alpha / beta) = 0.3088 / 0.3315 hartree
Spin multiplicity = 2

Last column: Mulliken spin population.
Cartesian coordinates (Å):
C -5.1355 -1.2766 -2.4101  0.0237
C -4.8633 -2.7036 -2.8774  0.0214
C -5.1894 -2.7319 -4.3929  0.0255
C -3.4094 -3.1314 -2.7478  0.0202
C -2.8702 -3.2480 -1.2981  -0.0106
C -2.2959 -1.8663 -0.8837  -0.0046
C -0.7715 -1.8056 -0.7065  0.0002
C -0.3186 -0.3658 -0.9839  0.0000
S 0.1103 -0.1900 -2.7589  -0.0002
C -1.8404 -4.3544 -1.1037  0.0018
O -1.3522 -4.5734 -0.0045  0.0002
N -1.3921 -5.1736 -2.2340  0.0001
C -0.3750 -4.5804 -2.9883  0.0002
O -0.4730 -3.8316 -3.9331  0.0000
F 0.8418 -4.9255 -2.5224  0.0000
C -4.0716 -3.6006 -0.3758  -0.0062
C -5.2054 -4.3733 -1.0356  0.0481
C -4.7982 -5.8081 -1.4187  0.0115
C -6.3056 -4.5116 0.0184  0.0023
N -5.7779 -3.6737 -2.2296  0.3339
O -6.9682 -3.2372 -2.1041  0.5542
H -5.0524 -1.1633 -1.3334  0.0033
H -4.4064 -0.6066 -2.8573  -0.0026
H -6.1230 -0.9553 -2.7060  -0.0094
H -6.0116 -2.0612 -4.6040  -0.0015
H -5.5334 -3.7321 -4.6390  -0.0068
H -4.3318 -2.4527 -4.9923  0.0006
H -3.3244 -4.0757 -3.2773  -0.0027
H -2.8162 -2.4314 -3.3229  -0.0017
H -2.7521 -1.4891 0.0242  0.0000
H -2.5561 -1.1551 -1.6597  -0.0005
H -0.5680 -2.0751 0.3189  -0.0003
H -0.2208 -2.4293 -1.4031  -0.0002
H 0.6107 -0.1306 -0.4801  0.0000
H -1.1089 0.3385 -0.7665  0.0000
H -0.9413 -0.7368 -3.3881  0.0000
H -2.1533 -5.4674 -2.8272  0.0008
H -4.4861 -2.7191 0.0971  0.0031
H -3.7072 -4.2171 0.4396  -0.0020
H -4.5101 -5.8532 -2.4675  -0.0022
H -5.6391 -6.4766 -1.2945  -0.0054
H -3.9660 -6.1512 -0.8105  0.0011
H -7.1447 -5.0866 -0.3441  -0.0012
H -6.5956 -3.5578 0.4385  0.0072
H -5.8621 -5.0856 0.8325  -0.0010
O -2.2300 -0.0753 2.5925  0.0000
C -1.7728 -1.0238 3.1594  -0.0002
O -1.1398 -2.0221 2.4913  -0.0004
C -0.7923 -3.0831 3.4006  0.0001
C -0.7578 -2.4283 4.7750  0.0000
C -1.8217 -1.3409 4.6383  0.0001
H -1.5531 -3.8624 3.3279  0.0000
H 0.1679 -3.5002 3.1062  0.0000
H -0.9412 -3.1290 5.5868  0.0000
H 0.2182 -1.9679 4.9413  0.0000
H -2.8174 -1.7130 4.8865  0.0000
H -1.5944 -0.4636 5.2289  0.0000
O -2.1053 -0.1251 7.6764  0.0000
C -1.4323 0.8617 7.7380  0.0000
O -0.8536 1.4147 6.6490  0.0000
C -0.0198 2.5232 7.0337  0.0000
C -0.5542 2.9693 8.3880  0.0000
C -1.0572 1.6520 8.9769  0.0000
H 1.0132 2.1739 7.0883  0.0000
H -0.0889 3.2968 6.2737  0.0000
H 0.1921 3.4751 8.9967  0.0000
H -1.3928 3.6521 8.2479  0.0000
H -0.2722 1.1117 9.5079  0.0000
H -1.9201 1.7819 9.6231  0.0000
O 2.1072 5.4780 -5.1238  0.0000
C 2.3563 4.3995 -4.6629  0.0000
O 1.7222 3.9110 -3.5768  0.0000
C 2.3083 2.6413 -3.1857  0.0000
C 2.9783 2.1188 -4.4455  0.0000
C 3.4032 3.4110 -5.1383  0.0000
H 3.0101 2.8191 -2.3816  0.0000
H 1.5205 1.9835 -2.8292  0.0000
H 3.7950 1.4348 -4.2398  0.0000
H 2.2471 1.5940 -5.0653  0.0000
H 4.3828 3.7462 -4.8031  0.0000
H 3.3897 3.3305 -6.2212  0.0000
O 4.5994 1.4306 -1.6182  0.0000
C 4.3262 0.2647 -1.5248  0.0000
O 3.3195 -0.2846 -2.2245  0.0000
C 3.1274 -1.6626 -1.8462  0.0000
C 4.4636 -2.0868 -1.2476  0.0000
C 4.9678 -0.7787 -0.6325  0.0000
H 2.3079 -1.7032 -1.1267  0.0000
H 2.8487 -2.2344 -2.7264  0.0000
H 4.3733 -2.9073 -0.5393  0.0000
H 5.1405 -2.4017 -2.0427  0.0000
H 4.6032 -0.6354 0.3862  0.0000
H 6.0500 -0.6891 -0.6519  0.0000
O -4.8440 -3.4193 6.5503  0.0000
C -5.0032 -3.2967 7.7276  0.0000
O -6.1599 -3.6352 8.3493  0.0000
C -6.0958 -3.2818 9.7412  0.0000
C -4.6097 -3.2039 10.0668  0.0000
C -4.0234 -2.7331 8.7371  0.0000
H -6.6012 -2.3231 9.8770  0.0000
H -6.6179 -4.0388 10.3214  0.0000
H -4.3886 -2.5508 10.9088  0.0000
H -4.2305 -4.1987 10.3056  0.0000
H -4.0175 -1.6466 8.6487  0.0000
H -3.0256 -3.1220 8.5598  0.0000
O -3.0937 1.5587 -3.4614  0.0003
C -2.6097 2.4190 -4.1405  0.0001
O -3.3241 3.4701 -4.6005  0.0000
C -2.5110 4.2772 -5.4753  0.0000
C -1.0731 3.9597 -5.0894  0.0000
C -1.1848 2.5019 -4.6454  0.0000
H -2.7376 3.9991 -6.5072  0.0000
H -2.7683 5.3232 -5.3295  0.0000
H -0.3628 4.1300 -5.8958  0.0000
H -0.7696 4.5769 -4.2438  0.0000
H -1.0701 1.8089 -5.4816  0.0000
H -0.4832 2.2543 -3.8561  0.0000
O 6.5760 3.2813 -5.6666  0.0000
C 7.1192 4.3426 -5.5986  0.0000
O 7.5554 5.0139 -6.6891  0.0000
C 8.2570 6.2050 -6.2931  0.0000
C 7.7497 6.5202 -4.8921  0.0000
C 7.4590 5.1247 -4.3432  0.0000
H 9.3287 5.9950 -6.3099  0.0000
H 8.0428 6.9947 -7.0085  0.0000
H 8.4579 7.0957 -4.2994  0.0000
H 6.8219 7.0901 -4.9546  0.0000
H 8.3371 4.6714 -3.8807  0.0000
H 6.6247 5.1118 -3.6472  0.0000
O 6.9036 1.5580 2.5807  0.0000
C 6.9101 2.6349 2.0634  0.0000
O 7.8814 3.5521 2.2974  0.0000
C 7.5704 4.7842 1.6247  0.0000
C 6.6167 4.3963 0.5026  0.0000
C 5.8776 3.2076 1.1132  0.0000
H 7.1102 5.4644 2.3449  0.0000
H 8.4936 5.2300 1.2622  0.0000
H 5.9677 5.2117 0.1890  0.0000
H 7.1846 4.0651 -0.3682  0.0000
H 5.0055 3.5208 1.6893  0.0000
H 5.5933 2.4756 0.3636  0.0000

***

[2]
Below is one molecule with the formula C7H13NO in a non-equilibrium geometry, with properties calculated with ωB97M-V/def2-TZVPD.

Summary:
Lowest unoccupied orbital energy = 0.9581 eV
HOMO = -8.792 eV
Calculated total energy = -404.461546 Eh
Frontier orbital gap = 0.3583 hartree
Spin multiplicity = 1
ΔE to the lowest compared entry with this formula, charge and spin = 173.06 kJ/mol

Last column: Mulliken charge in e.
Cartesian coordinates (Å):
C 2.7534 -0.2631 -0.0686  -0.7085
O 1.5751 0.2978 -0.5868  -0.4218
C 0.3970 -0.1476 0.0604  0.9596
C -0.0255 -1.5644 -0.0544  -1.1401
C -1.5300 -1.5345 -0.3270  -0.5447
C -2.0239 -0.1017 0.0436  -0.9084
C -0.7755 0.7740 0.0990  0.6081
N -0.8692 2.0899 -0.4975  -0.6833
C 0.0434 0.5534 1.3618  -1.1635
H 3.0187 0.0940 0.9603  0.2514
H 3.5959 0.0488 -0.6862  0.2800
H 2.6886 -1.3996 -0.0341  0.2682
H 0.5406 -2.0670 -0.8288  0.4468
H 0.2117 -2.1368 0.8396  0.3893
H -2.0677 -2.3486 0.2392  0.2495
H -1.7710 -1.7589 -1.3991  0.2828
H -2.7026 0.3276 -0.7168  0.3858
H -2.5399 -0.0217 1.0288  0.3062
H -0.8070 2.0392 -1.5592  0.2990
H -0.0388 2.6165 -0.1954  0.3205
H 0.7603 1.3397 1.6877  0.3015
H -0.4388 -0.0417 2.1520  0.2216

***

[3]
Below is a 5-piece molecular cluster, C22H25F3N4OPS overall in a non-equilibrium geometry, with properties calculated with ωB97M-V/def2-TZVPD.

Summary:
Charge = +1
Lowest unoccupied orbital energy = -3.9318 eV
HOMO = -11.306 eV
Calculated total energy = -2186.456507 Eh
Frontier orbital gap = 0.2710 hartree
Spin multiplicity = 1

Last column: Mulliken charge in e.
Cartesian coordinates (Å):
C -3.3001 0.6262 -0.5966  -1.0325
P -2.2575 -0.7955 -0.1699  0.4008
O -3.0459 -1.9889 -0.8455  -0.3723
S -0.7159 -0.4470 -1.7616  -0.1600
C 0.8980 -0.3141 -0.8376  0.7839
F 1.8575 -0.4740 -1.7286  -0.1856
F 0.9510 -1.2443 0.0740  -0.1139
F 0.9734 0.8834 -0.2846  -0.1330
H -4.1542 0.6102 0.0775  0.3597
H -3.6243 0.5787 -1.6378  0.3893
H -2.6969 1.5274 -0.4668  0.3381
H -3.0459 -2.8162 -0.2926  0.4011
H -0.8089 0.8196 -2.2044  0.3330
N -1.8087 -4.6182 -0.5905  -0.2964
C -2.0614 -5.7302 0.1039  -0.1851
C -1.1975 -6.8156 0.1400  -0.5398
C -0.0107 -6.7516 -0.5756  -0.1147
C 0.2556 -5.6015 -1.2989  -0.6604
C -0.6676 -4.5840 -1.2716  -0.1732
H -2.9952 -5.7459 0.6523  0.3712
H -1.4493 -7.6884 0.7244  0.3804
H 0.6908 -7.5737 -0.5619  0.4157
H 1.1644 -5.4841 -1.8726  0.3807
H -0.4770 -3.6746 -1.8302  0.3941
N -0.1678 4.7823 1.2051  -0.1898
C 0.2997 3.5388 1.2069  -0.3461
C 0.9893 2.9736 2.2674  -0.4817
C 1.2079 3.7532 3.3938  -0.3442
C 0.7289 5.0530 3.4075  -0.5798
C 0.0478 5.5198 2.2919  -0.1892
H 0.1043 2.9788 0.2998  0.5845
H 1.3470 1.9542 2.2159  0.3675
H 1.7429 3.3542 4.2455  0.3933
H 0.8780 5.6951 4.2641  0.3814
H -0.3449 6.5301 2.2653  0.3885
N 1.9738 -5.7285 1.8145  -0.3545
C 3.1413 -6.0248 2.3813  -0.3695
C 4.1623 -5.1013 2.5674  -0.3335
C 3.9584 -3.7980 2.1452  -0.4716
C 2.7469 -3.4758 1.5516  -0.3222
C 1.8005 -4.4731 1.4103  -0.0547
H 3.2636 -7.0536 2.7008  0.3577
H 5.0888 -5.3995 3.0374  0.3773
H 4.7259 -3.0470 2.2811  0.4035
H 2.5419 -2.4723 1.2206  0.4073
H 0.8445 -4.2505 0.9523  0.3886
N -2.6880 6.0570 -2.4698  -0.5680
C -1.6845 6.1338 -1.5958  -0.2121
C -0.4038 6.5489 -1.9318  -0.2227
C -0.1517 6.9048 -3.2473  -0.4147
C -1.1857 6.8336 -4.1676  -0.2848
C -2.4298 6.4057 -3.7291  -0.2748
H -1.9167 5.8430 -0.5782  0.4759
H 0.3710 6.5875 -1.1786  0.3918
H 0.8338 7.2347 -3.5507  0.3797
H -1.0343 7.1046 -5.2034  0.3700
H -3.2648 6.3401 -4.4183  0.3659